(1)
ORCA calculation (ωB97M-V with the def2-TZVPD basis set) on a molecular structure, C22H39OSi2Ti.

Output
Frontier orbital gap (spin up / spin down): 3.03 / 3.03 eV
LUMO (spin up / spin down): 0.09174 / 0.09175 Ha
Charge: -1
HOMO energy (spin up / spin down): -0.53 / -0.53 eV

XYZ file:
```
65
Properties=species:S:1:pos:R:3:nbo_charge:R:1
Ti -0.103 0.141 0.308 1.4827
C 0.621 -1.807 1.498 -0.3927
C -0.821 -1.817 1.487 -0.3020
C -1.256 -1.977 0.136 -0.2603
H -1.468 -1.779 2.356 0.2393
C -0.093 -2.094 -0.693 -0.2973
C 1.058 -2.007 0.151 -0.2615
H 2.087 -2.175 -0.164 0.2313
H 1.266 -1.743 2.375 0.2373
H -2.288 -2.104 -0.187 0.2344
H -0.089 -2.323 -1.758 0.2538
C 1.547 1.891 0.644 -0.3316
C 2.217 0.633 0.404 -0.3583
C 2.045 0.309 -0.982 -0.3053
H 2.825 0.091 1.130 0.2224
C 1.276 1.339 -1.584 -0.2153
C 0.945 2.302 -0.581 -0.3235
H 0.407 3.230 -0.754 0.2305
H 1.557 2.454 1.570 0.2339
H 2.494 -0.514 -1.533 0.2315
H 1.066 1.404 -2.650 0.2738
O -1.203 0.507 -1.050 -0.7599
C -0.672 0.211 -4.134 -0.4168
C -1.913 0.327 -3.384 -0.4051
C -0.179 -1.121 -4.488 -0.5819
C -0.144 1.376 -4.872 -0.6117
C -1.876 1.187 -2.100 -0.0552
H -2.275 -0.675 -3.101 0.1861
H -2.657 0.834 -4.032 0.1120
H -1.384 2.156 -2.292 0.1513
H -2.907 1.393 -1.789 0.1588
H -0.728 -1.513 -5.364 0.1084
H -0.310 -1.842 -3.668 0.1621
H 0.886 -1.080 -4.759 0.1718
H -0.634 1.467 -5.859 0.1168
H 0.931 1.242 -5.072 0.1760
H -0.298 2.330 -4.348 0.1719
C -3.415 2.920 2.762 -1.1257
Si -2.871 1.209 2.203 1.7206
C -3.612 -0.097 3.339 -1.1257
C -3.749 0.922 0.585 -1.1226
C -0.982 1.113 2.058 -1.5948
Si -0.242 0.987 3.812 1.7387
C -0.496 -0.663 4.691 -1.1331
C 1.623 1.211 3.812 -1.1241
C -0.916 2.301 4.984 -1.1362
H -4.514 2.935 2.780 0.2251
H -3.083 3.680 2.041 0.2334
H -3.054 3.214 3.753 0.2302
H -4.705 0.021 3.277 0.2293
H -3.366 -1.111 2.999 0.2288
H -3.319 0.010 4.391 0.2222
H -3.646 1.811 -0.047 0.2356
H -3.354 0.060 0.041 0.2503
H -4.821 0.758 0.766 0.2204
H -0.731 2.127 1.664 0.2563
H 0.013 -1.485 4.178 0.2308
H -0.050 -0.579 5.693 0.2269
H -1.544 -0.948 4.828 0.2339
H 1.907 2.236 3.547 0.2259
H 2.016 1.014 4.820 0.2249
H 2.122 0.523 3.123 0.2332
H -0.840 3.307 4.556 0.2324
H -1.962 2.138 5.275 0.2297
H -0.318 2.292 5.908 0.2260
```

(2)
ORCA calculation (ωB97M-V with the def2-TZVPD basis set) on a molecular structure, C22H40CeF4N9S3Sb.

Output
Frontier orbital gap (spin up / spin down): 5.50 / 5.40 eV
Spin multiplicity: 2
LUMO (spin up / spin down): -0.16552 / -0.17021 Ha
Energy relative to the best compared isomer or geometry (same formula, charge and spin): 114.3 kJ/mol
Charge: +1
HOMO energy (spin up / spin down): -10.01 / -10.03 eV

XYZ file:
```
80
Properties=species:S:1:pos:R:3:mulliken_charge:R:1
Ce 0.047 -1.036 0.425 -0.0261
C 0.660 3.046 0.279 -1.1894
C 0.860 2.293 -1.030 -0.3151
N -0.103 1.192 -1.249 1.4861
C -1.494 1.692 -1.315 -0.3673
C -1.800 2.692 -2.430 -1.7338
C 0.294 0.475 -2.475 -1.1113
C -0.671 -0.620 -2.899 -1.0503
N -0.998 -1.489 -1.777 0.7209
C -1.504 -2.712 -2.052 0.0701
C -1.654 -3.637 -0.998 0.1749
F -1.329 -3.185 0.265 -0.3154
C -2.074 -4.934 -1.141 0.0780
F -2.141 -5.717 -0.064 -0.2988
C -2.435 -5.427 -2.378 -0.5613
C -2.366 -4.539 -3.435 0.0806
F -2.737 -4.949 -4.645 -0.3055
C -1.941 -3.235 -3.292 0.3452
F -1.987 -2.450 -4.385 -0.3313
H 1.552 3.634 0.496 0.4947
H 0.504 2.341 1.095 -0.0350
H -0.187 3.731 0.235 0.3175
H 1.853 1.851 -1.025 -0.0708
H 0.824 2.989 -1.875 0.5257
H -1.717 2.146 -0.347 0.2119
H -2.145 0.824 -1.416 0.2675
H -1.271 3.634 -2.289 0.3289
H -2.868 2.910 -2.435 0.4658
H -1.540 2.289 -3.409 0.3032
H 1.271 0.013 -2.286 0.1572
H 0.417 1.167 -3.315 0.6216
H -0.168 -1.173 -3.695 0.6615
H -1.575 -0.184 -3.336 0.4065
H -2.750 -6.449 -2.519 0.5392
S 3.986 -2.800 2.305 -0.3180
Sb 1.930 -3.567 1.571 0.4110
S 0.348 -2.216 2.817 -0.4809
S 1.810 -2.811 -0.719 -0.5974
C -5.657 1.471 0.747 -1.2803
N -4.931 0.203 0.736 0.0877
C -5.488 -0.853 -0.091 -1.2800
C -3.637 0.106 1.158 0.4677
N -2.771 -0.730 0.704 -0.1852
N -3.318 0.988 2.184 -0.1560
C -2.038 1.355 2.572 0.2674
N -1.970 2.550 3.230 -0.4545
N -0.974 0.708 2.282 -0.0656
H -6.379 1.524 1.566 0.3125
H -6.203 1.572 -0.190 0.4251
H -4.969 2.312 0.811 0.4648
H -6.570 -0.845 0.022 0.4417
H -5.124 -1.824 0.243 0.4456
H -5.248 -0.725 -1.153 0.3699
H -3.142 -1.274 -0.065 -0.1502
H -4.094 1.464 2.610 0.3304
H -2.783 2.888 3.717 0.2152
H -1.097 2.702 3.710 0.2561
H -1.232 -0.222 1.968 0.1179
C 6.210 0.066 2.976 -1.0101
C 5.449 1.091 2.138 -0.8246
N 4.501 0.507 1.188 0.4845
C 5.081 -0.120 -0.002 -0.7959
C 5.002 0.757 -1.252 -0.8240
C 3.183 0.439 1.428 0.4923
C 2.662 0.907 2.759 -1.5726
N 2.311 0.031 0.538 0.9864
H 6.771 0.575 3.759 0.4130
H 6.915 -0.506 2.372 0.3400
H 5.520 -0.640 3.436 0.1633
H 6.154 1.692 1.559 0.3954
H 4.915 1.772 2.795 0.4248
H 4.612 -1.093 -0.168 0.2966
H 6.127 -0.320 0.218 0.4617
H 3.974 0.928 -1.572 0.0410
H 5.533 0.273 -2.072 0.4044
H 5.461 1.729 -1.068 0.3176
H 3.200 0.413 3.568 0.3885
H 1.611 0.646 2.828 -0.0490
H 2.766 1.988 2.863 0.4223
H 2.768 -0.294 -0.313 -0.1464
```

(3)
ORCA calculation (ωB97M-V with the def2-TZVPD basis set) on 10 unconnected molecules or ions with the total composition C22H40Cl12O8.

Output
SMILES string: COC(=O)OC.ClC(Cl)Cl.ClC(Cl)Cl.ClC(Cl)Cl.ClC(Cl)Cl.CC(C)=O.CC(C)=O.CC(C)=O.CC(C)=O.CC(C)=O
Frontier orbital gap: 9.61 eV
LUMO: 0.00802 Ha
HOMO energy: -9.39 eV

XYZ file:
```
82
Properties=species:S:1:pos:R:3:mulliken_charge:R:1
C 5.342 -12.447 8.617 0.0445
Cl 5.271 -11.254 7.287 -0.1042
Cl 3.838 -13.403 8.562 -0.1126
Cl 5.505 -11.539 10.196 -0.1330
H 6.177 -13.148 8.621 0.3049
C 2.487 -20.200 -2.160 0.0790
Cl 2.579 -18.422 -2.359 -0.1288
Cl 3.985 -20.864 -1.636 -0.0937
Cl 1.746 -20.913 -3.653 -0.1332
H 1.733 -20.388 -1.396 0.2766
C -0.918 -23.894 12.403 0.0491
Cl -2.342 -23.428 13.368 -0.1190
Cl 0.243 -24.713 13.447 -0.1153
Cl -0.170 -22.436 11.767 -0.1103
H -1.207 -24.551 11.583 0.2954
C 1.187 -9.690 1.557 0.0505
Cl 2.468 -8.494 1.195 -0.1068
Cl 0.239 -9.194 2.939 -0.0982
Cl 2.044 -11.290 1.812 -0.1409
H 0.505 -9.989 0.762 0.2951
C 6.802 -32.222 7.692 -0.6342
O 6.534 -30.847 7.825 -0.3255
C 7.511 -29.963 7.719 0.7919
O 8.725 -30.170 7.710 -0.5662
O 7.030 -28.700 7.913 -0.3009
C 5.629 -28.341 7.834 -0.6302
H 6.898 -32.468 6.634 0.2857
H 5.845 -32.616 8.032 0.2172
H 7.647 -32.445 8.343 0.3153
H 5.168 -28.986 7.086 0.2844
H 5.444 -27.321 7.496 0.2782
H 5.012 -28.557 8.706 0.2839
C 13.026 -24.500 7.358 -1.0351
C 12.105 -23.275 7.502 0.7292
O 12.297 -22.330 8.223 -0.5534
C 10.785 -23.268 6.811 -0.8832
H 13.606 -24.296 6.458 0.2745
H 12.482 -25.443 7.300 0.3376
H 13.652 -24.536 8.249 0.3076
H 9.976 -22.710 7.282 0.3078
H 10.481 -24.313 6.744 0.2706
H 11.134 -22.865 5.860 0.2445
C 11.580 -15.573 3.562 -0.9521
C 11.530 -16.213 4.974 0.6944
O 10.478 -16.516 5.521 -0.5715
C 12.904 -16.445 5.597 -0.9631
H 12.563 -15.724 3.116 0.3141
H 11.420 -14.495 3.583 0.2618
H 10.806 -16.065 2.972 0.3061
H 12.849 -16.225 6.663 0.3133
H 13.748 -15.890 5.188 0.3219
H 13.108 -17.515 5.652 0.2748
C 10.091 -16.208 12.187 -0.9866
C 8.818 -17.030 12.356 0.7737
O 7.901 -16.592 13.048 -0.5528
C 8.643 -18.314 11.468 -1.0024
H 10.442 -16.176 11.156 0.2969
H 10.883 -16.692 12.758 0.2865
H 9.896 -15.240 12.649 0.3055
H 7.619 -18.556 11.754 0.2910
H 9.363 -19.129 11.541 0.3293
H 8.771 -18.022 10.426 0.2595
C 2.691 -17.827 3.817 -1.1445
C 2.744 -19.165 4.414 0.8130
O 2.256 -20.162 3.830 -0.5955
C 3.631 -19.330 5.607 -0.8873
H 2.065 -17.907 2.929 0.3270
H 3.658 -17.456 3.476 0.3225
H 2.149 -17.082 4.400 0.3297
H 4.329 -20.161 5.501 0.2961
H 3.004 -19.607 6.455 0.2651
H 4.078 -18.345 5.741 0.2744
C -3.643 -15.262 -0.707 -1.0637
C -4.374 -15.232 0.597 0.7823
O -4.062 -15.814 1.590 -0.5243
C -5.656 -14.377 0.557 -1.0757
H -2.721 -15.828 -0.840 0.3356
H -3.776 -14.240 -1.063 0.3049
H -4.274 -15.831 -1.388 0.3048
H -6.218 -14.422 1.490 0.3010
H -6.332 -14.804 -0.184 0.2938
H -5.401 -13.332 0.379 0.3416
```

- Number 1 is which compound?
  C22H39OSi2Ti

- Which formula does entry 2 have?
  C22H40CeF4N9S3Sb